# 1
DFT (the ωB97M-V functional and the def2-TZVPD basis) results for 2 unconnected molecules or ions with the total composition C2H8N4O2.

Computed properties:
* relative energy (zero: lowest compared OMol25 entry of this formula, charge and spin): 11.195 eV
* spin multiplicity: 1

Last column: natural (NBO) charge in e.
Atoms and positions in Å:
C1 1.244 -0.509 -1.174  -0.46
C2 -0.780 -0.001 0.146  0.38
H1 0.524 -0.954 -1.979  0.23
H2 1.545 0.512 -1.426  0.23
H3 2.127 -1.266 -1.297  0.22
H4 2.195 -0.112 1.139  0.37
H5 1.019 -0.590 2.195  0.39
H6 -1.872 -1.611 -0.187  0.36
H7 -2.995 1.231 0.897  0.43
H8 1.000 1.294 0.334  0.46
N1 0.426 -0.633 0.205  -0.33
N2 1.205 0.055 1.311  -0.70
N3 -1.956 -0.662 0.344  -0.32
N4 -0.927 1.261 -0.091  -0.17
O1 -3.069 0.090 -0.194  -0.50
O2 0.316 1.895 -0.224  -0.60



# 2
DFT (the ωB97M-V functional and the def2-TZVPD basis) results for C11H17F9NO4PS in the gas phase.

Computed properties:
* SMILES: COCCC[PH2](CCC(N)=O)S(=O)(=O)C(F)(F)C(F)(F)C(F)(F)C(F)(F)F
* spin multiplicity: 1

Last column: natural (NBO) charge in e.
Atoms and positions in Å:
C1 -1.947 2.401 -3.012  -0.27
O1 -1.831 1.018 -3.465  -0.55
C2 -1.655 0.162 -2.291  -0.07
C3 -0.088 0.161 -1.863  -0.44
C4 0.286 -1.200 -1.040  -0.76
P1 1.367 -0.870 0.464  0.83
C5 2.793 -0.121 -0.543  -0.78
C6 3.439 -1.085 -1.654  -0.53
C7 3.368 -2.639 -1.332  0.66
N1 4.017 -3.274 -0.157  -0.84
O2 2.777 -3.446 -2.102  -0.57
S1 -0.109 -1.679 1.881  1.59
O3 0.615 -1.950 3.197  -0.91
O4 -0.655 -3.035 1.446  -0.90
C8 -1.559 -0.542 2.190  0.41
F1 -2.190 -0.317 0.943  -0.33
F2 -2.490 -1.292 2.968  -0.29
C9 -1.230 0.792 3.014  0.59
F3 0.117 0.947 3.373  -0.29
F4 -1.953 0.720 4.242  -0.30
C10 -1.678 2.152 2.288  0.57
F5 -1.099 2.298 0.993  -0.31
F6 -1.091 3.202 3.057  -0.30
C11 -3.254 2.428 2.304  0.93
F7 -4.046 1.286 2.405  -0.30
F8 -3.555 3.298 3.369  -0.30
F9 -3.666 3.103 1.129  -0.31
H1 -0.978 2.766 -2.524  0.17
H2 -2.819 2.545 -2.287  0.18
H3 -2.166 3.021 -3.956  0.21
H4 -1.986 -0.908 -2.490  0.20
H5 -2.323 0.623 -1.484  0.18
H6 0.500 0.175 -2.848  0.23
H7 0.122 1.090 -1.242  0.21
H8 0.756 -1.896 -1.819  0.30
H9 -0.729 -1.673 -0.787  0.27
H10 1.205 0.429 1.095  0.02
H11 2.309 -1.765 1.060  0.05
H12 2.465 0.846 -1.079  0.24
H13 3.639 0.218 0.164  0.23
H14 4.561 -0.820 -1.698  0.24
H15 3.049 -0.843 -2.708  0.25
H16 4.456 -2.566 0.445  0.36
H17 3.255 -3.759 0.354  0.40



Summary of electronic energy in eV
-12249.86059; -65937.86702
(order as listed above)